# 1
6 unconnected molecules or ions with the total composition C40H92N2O17P. Source: the Open Molecules 2025 dataset; level of theory: the ωB97M-V functional and the def2-TZVPD basis.

Each line ends with the Löwdin charge.
Cartesian coordinates (Å):
C  1.498  -5.535  -1.213  -0.0384
C  1.205  -4.335  -2.121  -0.4675
C  0.340  -4.829  -3.304  -0.0096
C  2.527  -3.706  -2.595  -0.1115
C  3.014  -2.454  -1.858  -0.5023
C  4.282  -1.948  -2.607  -0.2441
N  5.368  -1.562  -1.715  -0.0041
P  3.460  -2.698  -0.089  0.7521
O  3.759  -1.447  0.653  -0.4227
C  1.908  -1.388  -1.886  -0.1132
C  0.477  -1.874  -1.558  -0.4554
C  -0.456  -1.554  -2.730  -0.0237
C  -0.029  -1.186  -0.289  -0.0090
N  0.440  -3.353  -1.305  -0.1521
O  -0.675  -3.802  -0.887  -0.0209
H  2.074  -5.258  -0.330  0.0566
H  2.068  -6.275  -1.779  0.0940
H  0.564  -5.986  -0.882  0.0840
H  0.907  -4.825  -4.237  0.0827
H  -0.544  -4.211  -3.433  0.0715
H  -0.004  -5.848  -3.132  0.0816
H  3.302  -4.476  -2.549  0.1233
H  2.445  -3.418  -3.649  0.1253
H  4.667  -2.773  -3.212  0.1132
H  3.968  -1.163  -3.308  0.1148
H  6.200  -1.328  -2.247  0.0619
H  5.123  -0.766  -1.138  0.0640
H  2.350  -3.382  0.437  0.0177
H  4.442  -3.707  -0.107  0.0252
H  1.908  -0.951  -2.889  0.1164
H  2.176  -0.584  -1.196  0.1157
H  -0.392  -0.487  -2.950  0.0930
H  -1.488  -1.794  -2.474  0.0776
H  -0.174  -2.099  -3.632  0.0790
H  0.757  -1.120  0.466  0.0854
H  -0.877  -1.723  0.130  0.0584
H  -0.353  -0.172  -0.530  0.0973
C  12.390  -1.494  -4.885  -0.1116
O  11.655  -1.177  -3.727  -0.1908
C  10.628  -0.238  -3.973  -0.2102
C  9.597  -0.267  -2.868  -0.1788
O  8.720  -1.382  -2.934  -0.1384
C  9.198  -2.617  -2.421  -0.1862
C  9.177  -2.706  -0.912  -0.2062
O  10.259  -1.992  -0.351  -0.1928
C  10.070  -1.721  1.019  -0.1086
H  12.909  -0.616  -5.288  0.0892
H  13.129  -2.243  -4.608  0.0903
H  11.742  -1.901  -5.670  0.0755
H  10.140  -0.454  -4.933  0.1274
H  11.051  0.776  -4.028  0.1289
H  8.959  0.610  -2.997  0.1283
H  10.084  -0.205  -1.893  0.1246
H  10.193  -2.850  -2.807  0.1218
H  8.494  -3.363  -2.796  0.1094
H  9.238  -3.767  -0.625  0.1297
H  8.222  -2.311  -0.540  0.1227
H  9.156  -1.141  1.188  0.0900
H  10.929  -1.145  1.359  0.0876
H  10.008  -2.644  1.608  0.0884
C  9.035  -11.046  -5.300  -0.1122
O  8.827  -9.722  -5.733  -0.1946
C  7.480  -9.467  -6.079  -0.2128
C  7.196  -7.982  -6.060  -0.1844
O  7.058  -7.447  -4.753  -0.1250
C  8.263  -7.127  -4.074  -0.1795
C  8.838  -5.785  -4.464  -0.2177
O  9.485  -5.853  -5.719  -0.1858
C  9.653  -4.581  -6.300  -0.1022
H  8.807  -11.771  -6.090  0.0879
H  10.085  -11.139  -5.030  0.0875
H  8.417  -11.280  -4.426  0.0884
H  6.805  -9.974  -5.379  0.1270
H  7.273  -9.851  -7.089  0.1281
H  6.226  -7.830  -6.540  0.1271
H  7.956  -7.444  -6.631  0.1232
H  9.012  -7.912  -4.201  0.1241
H  7.993  -7.071  -3.017  0.1279
H  9.560  -5.470  -3.696  0.1236
H  8.030  -5.042  -4.497  0.1206
H  8.690  -4.079  -6.445  0.0922
H  10.134  -4.722  -7.266  0.0898
H  10.286  -3.936  -5.677  0.0751
C  -2.901  4.018  2.042  -0.1068
O  -3.353  2.685  2.126  -0.1909
C  -4.755  2.596  2.278  -0.2084
C  -5.265  1.247  1.822  -0.1830
O  -5.331  1.112  0.412  -0.1221
C  -4.119  0.766  -0.242  -0.1809
C  -3.806  -0.713  -0.201  -0.2084
O  -3.319  -1.086  1.070  -0.2001
C  -3.357  -2.483  1.270  -0.1033
H  -3.129  4.581  2.955  0.0858
H  -1.822  3.988  1.905  0.0876
H  -3.358  4.538  1.192  0.0891
H  -5.253  3.386  1.702  0.1291
H  -5.019  2.724  3.339  0.1077
H  -6.297  1.154  2.170  0.1263
H  -4.673  0.447  2.271  0.1238
H  -3.278  1.339  0.155  0.1228
H  -4.267  1.041  -1.289  0.1281
H  -3.051  -0.931  -0.972  0.1074
H  -4.711  -1.286  -0.445  0.1310
H  -4.379  -2.869  1.183  0.0897
H  -2.986  -2.677  2.275  0.0917
H  -2.722  -3.012  0.551  0.0703
C  -6.841  8.169  9.027  -0.1119
O  -6.973  7.104  8.116  -0.1912
C  -6.932  7.532  6.769  -0.2051
C  -6.590  6.382  5.850  -0.1886
O  -5.217  6.028  5.854  -0.1239
C  -4.777  5.213  6.930  -0.1787
C  -5.108  3.749  6.741  -0.2035
O  -6.472  3.499  7.026  -0.1933
C  -6.954  2.342  6.385  -0.1076
H  -7.666  8.886  8.935  0.0880
H  -6.857  7.744  10.029  0.0877
H  -5.898  8.706  8.878  0.0887
H  -6.188  8.329  6.644  0.1297
H  -7.913  7.934  6.475  0.1177
H  -6.792  6.713  4.828  0.1193
H  -7.225  5.519  6.064  0.1153
H  -5.163  5.569  7.888  0.1234
H  -3.689  5.307  6.933  0.1281
H  -4.472  3.147  7.405  0.1299
H  -4.879  3.468  5.705  0.1126
H  -6.862  2.440  5.296  0.0781
H  -8.005  2.234  6.645  0.0879
H  -6.413  1.443  6.704  0.0901
C  -14.264  8.719  1.202  -0.1135
O  -13.223  7.818  1.498  -0.1943
C  -12.244  7.763  0.480  -0.2124
C  -10.946  7.200  1.015  -0.1836
O  -10.210  8.122  1.803  -0.1227
C  -10.600  8.246  3.161  -0.1807
C  -10.032  7.165  4.053  -0.2114
O  -10.738  5.950  3.886  -0.1889
C  -9.978  4.828  4.271  -0.1091
H  -14.812  8.421  0.300  0.0876
H  -14.949  8.715  2.047  0.0872
H  -13.881  9.735  1.054  0.0883
H  -12.062  8.766  0.073  0.1269
H  -12.592  7.121  -0.342  0.1280
H  -10.308  6.978  0.157  0.1278
H  -11.133  6.272  1.560  0.1233
H  -11.687  8.285  3.262  0.1236
H  -10.184  9.198  3.496  0.1279
H  -10.097  7.492  5.101  0.1246
H  -8.972  7.016  3.806  0.1140
H  -9.052  4.761  3.688  0.0891
H  -10.584  3.944  4.082  0.0885
H  -9.716  4.859  5.336  0.0858

charge: 0
E: -3308.873334 Eh
frontier orbital gap (spin up / spin down): 0.31755 / 0.35261 Ha
⟨S²⟩: 0.75
E_HOMO (spin up / spin down): -8.19 / -9.14 eV
spin multiplicity: 2

# 2
A molecular structure, C35H43F6NO2RuSSe. Source: the Open Molecules 2025 dataset; level of theory: the ωB97M-V functional and the def2-TZVPD basis.

Each line ends with the Löwdin charge.
Cartesian coordinates (Å):
Ru  -1.274  -1.724  -1.579  1.3866
C  -1.126  2.512  4.663  -0.0733
C  -1.403  3.362  3.423  -0.5618
C  -0.250  4.364  3.265  -0.0520
C  -2.711  4.132  3.652  -0.0523
C  -1.517  2.511  2.160  -0.1840
C  -1.389  1.137  2.157  -0.0748
C  -1.474  0.416  0.970  -0.3938
Se  -1.287  -1.498  1.076  1.1173
C  0.635  -1.646  1.132  -0.3937
C  1.237  -1.790  2.368  -0.0722
C  2.618  -1.874  2.469  -0.1782
C  3.334  -1.834  1.277  0.0019
C  2.770  -1.718  0.011  -0.0801
C  1.363  -1.591  -0.074  -0.3531
O  0.742  -1.409  -1.222  -0.2661
C  3.734  -1.711  -1.189  -0.5290
C  4.579  -0.430  -1.127  -0.0483
C  4.662  -2.934  -1.098  -0.0549
C  3.072  -1.771  -2.571  -0.0661
C  3.354  -2.014  3.800  -0.5605
C  2.389  -2.034  4.985  -0.0713
C  4.154  -3.324  3.811  -0.0501
C  4.315  -0.832  3.986  -0.0510
C  -1.698  1.026  -0.273  -0.3805
O  -1.731  0.353  -1.390  -0.2858
C  -1.875  2.443  -0.272  -0.0838
C  -1.767  3.124  0.925  0.0139
C  -2.167  3.165  -1.589  -0.5348
C  -1.019  2.935  -2.584  -0.0434
C  -2.306  4.677  -1.393  -0.0806
C  -3.489  2.652  -2.182  -0.0370
H  -1.050  3.158  5.540  0.0804
H  -1.927  1.794  4.845  0.0851
H  -0.187  1.962  4.569  0.0822
H  -0.156  4.983  4.161  0.0787
H  0.694  3.839  3.105  0.0890
H  -0.412  5.027  2.413  0.0750
H  -2.639  4.751  4.550  0.0787
H  -2.941  4.786  2.810  0.0747
H  -3.546  3.440  3.774  0.0889
H  -1.209  0.592  3.074  0.0887
H  0.607  -1.825  3.246  0.0891
H  4.414  -1.901  1.337  0.0971
H  5.147  -0.367  -0.197  0.0740
H  5.285  -0.403  -1.961  0.0801
H  3.938  0.451  -1.191  0.0906
H  5.257  -2.945  -0.185  0.0671
H  4.079  -3.856  -1.134  0.0936
H  5.354  -2.933  -1.944  0.0794
H  2.479  -0.884  -2.777  0.0768
H  3.867  -1.841  -3.321  0.0796
H  2.422  -2.639  -2.671  0.0801
H  1.696  -2.875  4.926  0.0862
H  2.954  -2.131  5.915  0.0811
H  1.805  -1.113  5.043  0.0821
H  3.489  -4.180  3.683  0.0903
H  4.888  -3.349  3.005  0.0746
H  4.688  -3.437  4.758  0.0795
H  3.767  0.112  3.988  0.0885
H  4.852  -0.923  4.934  0.0795
H  5.053  -0.788  3.184  0.0745
H  -1.887  4.200  0.915  0.0900
H  -0.082  3.329  -2.183  0.0872
H  -0.888  1.876  -2.794  0.0690
H  -1.234  3.457  -3.521  0.0793
H  -1.388  5.126  -1.006  0.0820
H  -2.520  5.139  -2.359  0.0799
H  -3.126  4.927  -0.716  0.0821
H  -3.451  1.583  -2.377  0.0676
H  -4.315  2.843  -1.491  0.0892
H  -3.702  3.176  -3.118  0.0809
F  -6.127  -1.555  -6.180  0.1002
C  -5.662  -1.647  -4.907  -0.6170
F  -6.198  -2.763  -4.402  0.1290
F  -6.193  -0.612  -4.248  0.1284
C  -4.158  -1.652  -4.876  -0.1243
C  -3.445  -1.570  -6.043  -0.0132
C  -2.044  -1.576  -6.040  -0.0683
C  -1.433  -1.655  -4.815  -0.1334
N  -2.119  -1.727  -3.669  -0.1040
C  -3.468  -1.742  -3.620  -0.7456
S  -4.177  -1.868  -2.078  0.6008
H  -3.973  -1.504  -6.985  0.1164
H  -1.463  -1.520  -6.948  0.0949
H  -0.351  -1.671  -4.729  0.1133
F  -2.061  -4.750  -2.190  -0.0139
C  -1.017  -4.025  -1.685  -0.5865
F  0.049  -4.357  -2.511  -0.0316
F  -0.711  -4.644  -0.490  -0.0246

charge: -1
E: -5058.502851 Eh
frontier orbital gap (spin up / spin down): 0.23798 / 0.23780 Ha
⟨S²⟩: 8.76
E_HOMO (spin up / spin down): -4.18 / -4.99 eV
spin multiplicity: 6
relative energy (zero: lowest compared OMol25 entry of this formula, charge and spin): 0.111 eV

- What is the ⟨S²⟩ in the second record?
  8.76